116
Properties=species:S:1:pos:R:3:forces:R:3 method="wB97M-V/def2-TZVPD" total_charge=+2 e_tot_ha=-5369.29840 de_lowest_ev=0.000 homo_energy_ev=-12.11 orbital_gap_ev=6.62
Zr -1.1497 0.7626 0.4404 0.008 -0.226 0.361
C -3.6329 -3.9059 -0.8652 0.000 0.064 -0.005
C -4.5653 -3.0125 -1.3805 0.065 0.000 0.025
C -4.2961 -1.6512 -1.4247 0.044 0.024 -0.060
C -3.0757 -1.1689 -0.9614 -0.012 -0.028 0.123
C -2.1767 -2.0820 -0.4241 -0.025 0.040 -0.079
C -2.4216 -3.4389 -0.3678 -0.006 -0.027 -0.056
N -2.6650 0.1724 -0.9517 -0.012 -0.050 -0.115
C -2.5412 0.8378 -2.1616 -0.016 -0.041 -0.100
C -2.8194 0.4395 -3.4262 0.055 0.089 0.166
C -2.2947 1.1970 -4.5603 0.056 0.040 0.065
C -1.2841 2.0596 -4.4145 -0.062 -0.054 0.009
C -0.7401 2.2917 -3.0280 0.063 -0.012 0.060
C -1.7606 2.0640 -1.9831 0.030 0.008 0.058
N -1.6359 2.4687 -0.7641 0.014 0.110 -0.127
N -0.7703 3.4481 -0.3926 -0.089 0.051 0.070
C -0.9153 3.6478 0.9545 0.077 -0.001 -0.189
C -0.5558 4.8790 1.5368 -0.068 -0.058 -0.010
C -0.7305 5.0509 2.8813 -0.048 -0.018 -0.005
C -1.2469 4.0024 3.6650 -0.046 -0.074 -0.058
C -1.5461 2.8208 3.0495 -0.019 0.080 0.105
N -1.3701 2.6239 1.7204 0.090 -0.054 0.046
H -3.8450 -4.9655 -0.8484 -0.001 -0.026 0.002
H -5.5125 -3.3792 -1.7504 -0.020 -0.007 -0.008
H -5.0263 -0.9542 -1.8139 -0.019 0.010 -0.003
H -0.1946 -1.9199 -0.4078 0.174 0.156 0.162
H -1.6761 -4.1187 0.0298 -0.033 -0.005 0.009
H -3.3741 -0.4687 -3.6160 -0.011 -0.016 0.002
H -2.7117 1.0109 -5.5412 -0.011 -0.001 -0.021
H -0.8581 2.5995 -5.2468 0.006 0.015 -0.023
H -0.2340 3.2542 -2.9159 -0.006 -0.009 -0.012
H -0.1894 5.6641 0.8917 0.006 0.010 -0.014
H -0.4896 5.9996 3.3416 0.007 0.023 0.012
H -1.4144 4.1218 4.7245 -0.004 -0.001 0.014
H -1.9623 1.9837 3.5969 0.004 0.017 -0.008
N -0.1734 -0.2065 2.6283 0.100 -0.271 -0.136
N 1.0057 -0.8718 2.2088 -0.048 0.075 -0.202
C 1.7700 -0.1898 1.2853 -0.351 0.231 0.293
O 2.8097 -0.5642 0.8302 0.141 -0.021 0.084
O 1.1622 0.9890 0.9831 0.254 0.116 -0.558
H 0.0352 0.4992 3.3335 -0.039 0.005 0.023
H -0.7995 -0.9041 3.0194 -0.014 0.063 0.064
H 1.4750 -1.5137 2.8310 0.021 0.036 0.014
S -3.2702 0.0962 2.0194 -0.030 -0.037 0.055
C -3.2992 -1.3966 2.8688 -0.026 -0.023 0.028
N -2.3848 -2.3676 2.6956 -0.024 0.097 -0.020
C -2.5730 -3.7162 3.2402 -0.028 -0.036 0.031
C -3.2377 -3.6133 4.6008 -0.009 -0.009 -0.017
C -4.5307 -2.8287 4.4713 -0.022 -0.044 0.012
N -4.2755 -1.5813 3.7468 0.031 0.046 -0.049
H -1.8436 -2.2957 1.8454 0.001 -0.003 0.029
H -1.5939 -4.1883 3.3093 -0.010 0.003 0.002
H -3.1849 -4.3037 2.5490 0.011 0.002 0.020
H -2.5677 -3.1169 5.3053 0.003 0.003 0.000
H -3.4485 -4.6083 4.9884 0.000 0.002 0.001
H -4.9348 -2.5676 5.4476 0.007 -0.021 -0.008
H -5.2876 -3.4062 3.9350 0.021 0.002 0.021
H -4.9265 -0.8179 3.8505 0.004 0.005 -0.004
C 2.1715 3.7078 4.0175 0.021 -0.018 -0.026
C 3.6768 3.5063 4.1112 0.037 0.008 0.049
C 4.3728 3.3129 2.7669 0.001 -0.028 0.009
C 3.8803 2.0689 2.0055 -0.003 -0.072 -0.068
Ge 2.4814 2.4315 0.6985 0.073 0.017 0.095
C 3.0720 2.3445 -1.1429 0.004 -0.060 0.021
C 4.3360 3.1861 -1.4005 -0.004 -0.014 -0.021
C 4.0371 4.6321 -1.7869 0.036 0.014 -0.050
C 3.1973 5.3952 -0.7715 -0.037 -0.012 -0.012
H 1.7383 3.8883 5.0009 -0.012 -0.002 0.025
H 1.6630 2.8332 3.5952 0.001 0.016 0.002
H 1.9269 4.5617 3.3827 0.016 -0.001 0.006
H 3.8930 2.6391 4.7423 0.003 -0.002 0.012
H 4.1206 4.3669 4.6152 0.006 -0.004 0.001
H 5.4442 3.2066 2.9443 -0.001 0.006 -0.010
H 4.2617 4.2215 2.1676 -0.018 0.029 -0.026
H 3.5274 1.3222 2.7205 -0.021 -0.046 0.013
H 4.6904 1.5883 1.4547 -0.001 0.015 0.008
H 1.5696 3.5732 1.0998 0.007 0.010 0.005
H 2.2665 2.6720 -1.8009 -0.028 0.000 -0.027
H 3.2653 1.2853 -1.3239 -0.009 -0.006 -0.045
H 4.9045 2.7194 -2.2076 -0.003 -0.003 0.018
H 4.9980 3.1674 -0.5281 0.000 0.010 0.016
H 3.5257 4.6415 -2.7544 0.007 0.001 -0.010
H 4.9852 5.1506 -1.9395 -0.002 -0.003 -0.006
H 2.1702 5.0229 -0.7336 -0.009 -0.002 0.014
H 3.1451 6.4537 -1.0225 -0.004 0.013 -0.008
H 3.6276 5.3241 0.2308 0.023 0.005 0.057
C 1.2871 0.7753 -3.6589 0.042 0.189 0.038
C 0.2943 1.1803 -2.6343 -0.011 -0.007 -0.029
O 0.2527 0.6362 -1.5290 0.000 0.006 -0.022
H 1.6890 1.6548 -4.1638 0.003 0.023 -0.012
H 0.7568 0.1853 -4.4141 0.069 0.118 0.073
H 2.0788 0.1751 -3.2227 0.017 0.014 0.022
O -0.9765 -1.5265 0.1075 -0.300 -0.109 -0.115
S 1.3947 -2.7308 -1.3510 -0.041 0.045 0.027
C 1.0373 -2.4838 -3.0746 0.073 -0.110 -0.002
C -0.2306 -2.1210 -3.5153 -0.025 -0.088 0.032
C -0.4418 -1.8815 -4.8638 -0.092 -0.161 -0.058
C 0.6052 -2.0032 -5.7687 -0.070 -0.036 -0.053
C 1.8682 -2.3656 -5.3272 0.054 -0.002 0.034
C 2.0883 -2.6053 -3.9778 -0.028 -0.012 -0.002
C 0.8080 -4.3746 -0.9842 0.077 -0.008 -0.073
C 0.3627 -5.2727 -1.9402 -0.053 0.057 0.013
C -0.0819 -6.5254 -1.5377 -0.015 -0.015 -0.038
C -0.0695 -6.8850 -0.1994 -0.019 -0.019 0.039
C 0.3956 -5.9848 0.7506 -0.032 -0.025 0.016
C 0.8292 -4.7283 0.3614 0.068 0.041 0.023
H -1.0506 -2.0334 -2.8143 -0.047 0.002 0.026
H -1.4285 -1.6084 -5.2126 -0.020 0.009 -0.002
H 0.4331 -1.8198 -6.8205 -0.005 0.002 -0.019
H 2.6823 -2.4655 -6.0314 0.023 -0.006 -0.010
H 3.0703 -2.8852 -3.6211 0.030 -0.017 0.003
H 0.3518 -5.0027 -2.9864 0.009 0.009 -0.050
H -0.4303 -7.2278 -2.2824 -0.004 -0.011 -0.016
H -0.4047 -7.8678 0.1016 -0.002 -0.009 0.002
H 0.4322 -6.2689 1.7945 0.008 0.000 0.007
H 1.2038 -4.0231 1.0953 0.027 -0.002 0.028

=====

13
Properties=species:S:1:pos:R:3:forces:R:3 method="wB97M-V/def2-TZVPD" e_tot_ha=-700.67699 de_lowest_ev=5.775 homo_energy_ev="-8.53 / -8.00" orbital_gap_ev="8.35 / 6.99"
C 1.4657 0.7075 -0.0101 1.320 -0.155 0.820
C 0.9161 2.0982 -0.0310 0.276 -2.049 -3.484
C -0.6805 -2.2482 -0.0451 -0.218 0.914 1.434
N 2.7186 0.5187 -0.0631 -0.956 -0.579 0.206
N 0.6135 -1.5399 -0.0192 0.861 -0.699 -0.003
O 0.4256 -0.2015 0.1081 -1.118 0.062 -0.064
S 3.8738 -0.5971 0.0359 -0.489 0.098 -0.148
H 0.3250 2.0795 -0.9876 0.402 0.890 0.885
H 1.7141 2.7714 0.0016 1.344 0.992 -0.740
H 0.3548 2.3919 0.7563 -2.331 0.184 2.555
H -1.1003 -2.1101 -1.0553 -0.330 0.132 0.477
H -0.4569 -3.3310 0.0687 -0.024 0.826 0.054
H -1.3919 -1.8967 0.8365 1.263 -0.615 -1.992

=====

100
Properties=species:S:1:pos:R:3:forces:R:3 method="wB97M-V/def2-TZVPD" total_charge=-2 e_tot_ha=-3370.48334 de_lowest_ev=0.946 homo_energy_ev=-0.98 orbital_gap_ev=4.64
Na 0.7224 0.0536 1.0244 -2.167 1.020 0.647
C 4.9088 2.7264 0.6451 0.009 0.030 0.062
C 4.4846 3.0933 2.0724 0.080 -0.067 0.002
C 4.9057 1.9582 3.0092 -0.003 0.080 -0.021
C 2.9992 3.4189 2.1702 -0.033 0.066 0.013
C 2.3254 4.0331 1.1142 0.004 0.035 -0.073
C 0.9741 4.3304 1.1822 -0.005 0.027 0.040
C 0.2278 4.0345 2.3182 -0.007 0.004 0.054
C -1.2552 4.2823 2.3640 0.042 -0.066 -0.071
C 0.8994 3.4606 3.3901 -0.021 0.027 -0.019
C 2.2533 3.1570 3.3169 0.009 -0.001 0.053
H 5.9555 2.4144 0.6413 0.011 0.023 0.013
H 4.8127 3.5628 -0.0493 -0.017 -0.006 0.000
H 4.3098 1.8896 0.2856 -0.025 -0.004 -0.049
H 5.0336 3.9984 2.3696 -0.018 0.001 0.006
H 4.4086 1.0302 2.7256 -0.021 -0.034 0.050
H 4.6982 2.1793 4.0574 0.004 -0.013 -0.009
H 5.9801 1.7870 2.9166 0.011 0.007 -0.007
H 2.8558 4.2772 0.2033 0.002 -0.067 -0.014
H 0.4852 4.7875 0.3284 0.007 -0.041 -0.003
H -1.5084 5.2611 1.9519 -0.007 -0.001 -0.003
H -1.6339 4.2201 3.3840 -0.017 0.009 -0.003
H -1.7765 3.5252 1.7727 -0.042 0.013 0.021
H 0.3514 3.2327 4.2983 -0.002 -0.042 -0.017
H 2.7160 2.7054 4.1843 0.026 -0.067 -0.064
C -0.4696 -0.1805 3.8341 -0.071 -0.035 -0.276
Si -2.1978 -0.2451 3.0623 -0.075 0.110 0.731
C -3.1165 1.2626 3.8524 0.037 -0.086 -0.217
C -3.0202 -1.7444 3.9433 0.061 -0.022 -0.390
N -2.0600 -0.2337 1.3919 0.321 -0.070 -0.088
C -3.0679 -0.4856 0.5131 0.014 0.150 0.192
C -4.4115 -0.6913 0.9229 0.057 0.029 0.064
C -5.4590 -0.9292 0.0498 -0.023 -0.002 0.005
C -5.2213 -0.9708 -1.3151 -0.069 0.016 -0.067
C -3.9201 -0.7498 -1.7561 -0.022 -0.038 0.062
C -2.8497 -0.4990 -0.9014 -0.047 0.082 -0.257
N -1.5882 -0.1817 -1.4677 0.058 -0.003 -0.133
Si -1.5146 1.3826 -2.1572 -0.375 0.432 -0.128
C 0.0990 2.3184 -1.7926 -0.026 -0.292 -0.103
C -2.9021 2.4885 -1.4680 0.081 -0.186 0.049
C -1.7851 1.4589 -4.0587 0.157 -0.020 0.211
H -0.5306 -0.1897 4.9256 -0.011 0.030 0.016
H 0.0597 0.7326 3.5396 0.034 -0.006 0.060
H 0.1355 -1.0349 3.5185 0.041 0.026 0.051
H -2.4067 1.9241 4.3595 0.004 0.010 -0.022
H -3.8652 0.9555 4.5888 0.015 -0.038 0.010
H -3.6291 1.8500 3.0850 0.008 -0.007 -0.001
H -2.7427 -1.7882 5.0007 0.060 0.087 0.001
H -2.7010 -2.6784 3.4695 -0.005 -0.001 0.026
H -4.1111 -1.7089 3.8870 0.004 0.000 -0.007
H -4.6213 -0.6193 1.9852 -0.058 -0.046 0.001
H -6.4630 -1.0680 0.4408 0.009 -0.013 0.004
H -6.0229 -1.1471 -2.0245 0.007 -0.022 0.014
H -3.7105 -0.7605 -2.8219 0.034 0.006 -0.015
H 0.8435 2.1402 -2.5692 0.078 -0.009 0.006
H 0.5351 1.9956 -0.8440 0.035 0.086 -0.032
H -0.0771 3.3964 -1.7384 -0.083 -0.018 0.000
H -2.9605 2.3969 -0.3792 0.008 -0.022 -0.001
H -3.8747 2.1982 -1.8725 -0.008 -0.018 0.031
H -2.7262 3.5393 -1.7191 0.053 0.001 -0.047
H -2.4212 0.6344 -4.3894 -0.025 -0.012 0.040
H -0.8443 1.3842 -4.6090 0.045 -0.044 -0.017
H -2.2764 2.3938 -4.3497 0.041 0.024 0.058
O 4.4198 -0.9591 1.2226 -0.058 -0.019 -0.054
S 3.0347 -0.9783 0.7787 0.925 -0.150 0.076
O 2.0864 -1.3040 1.8524 0.324 -0.561 0.181
O 2.6244 0.2890 0.1415 0.646 -0.068 -0.337
C 2.9025 -2.2930 -0.4375 0.059 0.108 0.115
C 4.0541 -3.0631 -0.5949 0.079 0.002 0.028
C 4.0634 -4.1236 -1.4829 -0.029 0.041 0.051
C 2.8987 -4.4125 -2.1856 -0.029 -0.102 -0.052
C 1.7659 -3.6393 -2.0031 0.020 0.029 0.031
C 1.7228 -2.5369 -1.1400 0.080 -0.042 -0.048
P 0.0521 -1.2430 -1.1174 -0.165 -0.442 -0.590
C -0.9400 -2.7800 -0.8844 -0.006 0.002 0.137
C -1.9116 -3.3030 -1.7294 0.052 0.039 0.011
C -2.5530 -4.4998 -1.4314 -0.012 -0.069 0.016
C -2.2651 -5.1724 -0.2554 -0.032 -0.016 -0.053
C -1.3380 -4.6317 0.6276 0.011 -0.019 0.082
C -0.6796 -3.4568 0.3116 -0.043 0.048 -0.041
C 0.5752 -1.0339 -2.8858 0.152 0.128 -0.010
C -0.0605 -1.5295 -4.0196 -0.125 0.041 0.040
C 0.5004 -1.3897 -5.2836 0.021 0.021 -0.073
C 1.7006 -0.7193 -5.4488 0.053 -0.005 0.011
C 2.3376 -0.1900 -4.3307 0.015 0.024 -0.074
C 1.7868 -0.3507 -3.0726 -0.122 0.009 0.051
H 4.9234 -2.7998 -0.0070 0.040 -0.062 -0.057
H 4.9595 -4.7176 -1.6217 0.004 -0.002 0.009
H 2.8746 -5.2437 -2.8846 0.016 -0.002 0.010
H 0.8759 -3.8900 -2.5749 -0.035 0.023 -0.007
H -2.2052 -2.7633 -2.6153 -0.001 0.030 -0.030
H -3.2911 -4.8965 -2.1198 -0.020 0.021 0.019
H -2.7645 -6.1052 -0.0181 -0.030 0.021 0.001
H -1.1366 -5.1338 1.5676 0.052 0.031 -0.008
H 0.0588 -3.0394 0.9892 0.004 -0.063 0.035
H -1.0141 -2.0276 -3.9329 -0.021 -0.014 0.029
H -0.0094 -1.8030 -6.1476 -0.030 0.002 0.022
H 2.1436 -0.6097 -6.4324 -0.031 0.002 -0.008
H 3.2761 0.3409 -4.4477 -0.008 0.008 0.045
H 2.2928 0.0442 -2.1987 0.059 -0.007 -0.001